Below is a structure of composition C25H71O30P7S, with properties calculated with ωB97M-V/def2-TZVPD.

Geometry as XYZ:
```
134
Properties=species:S:1:pos:R:3:forces:R:3
H -5.077262 -4.047088 -5.669600 0.0 -0.4 -0.2
H -3.230627 -1.830052 -1.229666 -0.1 -0.5 -0.3
O -2.133873 1.983322 -3.888170 -1.7 0.0 0.7
H -4.303730 1.609512 3.699366 -0.3 -0.9 0.0
H 2.778499 0.063682 6.093798 0.0 0.6 -1.6
O -3.560980 0.143843 5.043170 1.2 0.0 0.2
H 0.731632 7.390266 -3.784859 0.3 1.3 0.8
C 6.325543 -2.895188 0.572299 -1.9 0.4 1.0
O 4.902740 -2.581978 1.012751 0.3 2.7 -1.6
H 0.614537 -0.823929 1.277780 -0.9 -0.2 0.0
O 2.631684 0.657382 3.501573 -2.0 0.5 2.7
H -2.212450 -2.746568 8.300792 -0.1 1.0 -0.1
O 2.684838 -1.343013 0.991316 3.0 0.4 -1.6
H -1.899803 -1.009757 -6.938196 -0.4 -0.3 -0.2
H -5.666008 0.542595 -4.427419 -0.5 1.0 -0.5
C 2.022259 3.793034 -1.438477 -0.6 0.3 -0.5
H -3.412606 1.230750 -0.529459 0.5 0.3 0.6
H 1.481194 -2.256036 2.333736 0.8 0.0 0.8
H 0.135201 -7.492496 -1.275030 -0.9 -1.1 -0.2
H 3.480094 0.908959 -1.178556 0.1 -0.6 0.0
H -2.623818 0.686245 -1.885856 -0.7 2.3 -1.1
C 2.283155 -1.518722 2.370134 0.4 0.5 -0.6
O -1.735663 -5.008366 1.362961 1.9 -1.1 -0.8
O 2.532145 7.130075 -2.735168 1.3 -1.1 2.3
H -2.683820 2.396621 -5.829046 0.1 -0.3 -0.4
H 6.947277 -2.727187 1.451695 0.1 0.2 -0.3
H 4.816214 7.408685 -3.554526 -0.5 -0.2 0.4
H 2.335111 2.839784 -1.012398 2.4 2.4 -0.5
H -1.348610 -1.612047 -1.444643 -6.8 -10.1 -5.7
H 1.260553 4.215841 -0.783401 0.4 0.5 0.4
C 0.532141 0.361654 -1.620161 0.0 0.2 -0.5
C -0.418225 -6.759853 -1.862435 3.1 -0.2 0.8
H 6.287264 7.095576 -2.671234 -0.1 0.3 0.3
O -3.070293 -1.577312 6.642891 1.6 -0.2 -0.5
H 2.247048 0.649419 -0.373302 -1.2 0.0 0.7
C 0.697492 3.734874 4.685238 0.0 -0.5 2.2
H -2.873927 -3.729911 7.063430 -1.6 0.5 -0.2
C 3.746532 -0.000285 -1.717434 0.8 1.4 -1.1
O -3.156913 4.477994 -3.659969 -0.2 -1.1 -1.0
C 0.473371 1.154213 0.738132 1.4 0.8 -0.7
C 3.557556 1.521321 2.957511 1.8 3.1 1.1
H 1.303760 1.299976 1.429003 -0.5 0.0 -0.4
H 1.741040 -0.968200 6.741292 -1.3 -0.1 0.0
H 6.322311 -3.963518 0.356063 -0.1 0.2 -0.3
O -3.307562 2.704451 -1.872786 0.8 0.7 -0.5
P 4.271109 -1.027537 0.650340 0.3 -3.1 2.2
H -3.369215 -6.147732 0.715164 0.0 0.3 -0.3
H -1.526223 -3.005921 6.670338 0.6 0.7 0.2
C -2.930094 -5.736305 1.624012 -0.5 -0.9 -0.2
C -1.853561 1.987168 -5.253625 2.7 2.5 -0.6
H 3.099584 2.311215 2.362173 0.0 -0.1 -0.4
H -1.346535 1.135130 -5.706471 -0.4 0.1 1.1
H -1.647226 1.634740 -0.855896 -0.4 1.3 0.0
H 1.555328 2.188369 -0.694524 -2.0 -2.4 0.1
H -2.735471 -6.627046 2.221331 0.1 0.2 0.4
H 0.442112 -6.423559 -2.441091 -0.2 0.6 -0.5
H 1.864588 -3.572549 -0.200030 0.1 0.0 -0.1
H -5.406401 0.711353 -2.774140 0.5 0.6 0.4
O -0.678424 -5.726501 -0.917002 -1.4 0.5 1.9
C 1.709409 0.029517 6.303519 1.2 0.1 1.8
H -0.239717 0.065454 3.951934 -3.6 -3.7 -0.6
H -2.456774 0.392334 -6.002566 -0.9 -1.4 -1.1
H -1.080168 -0.284695 1.649400 0.4 1.1 -1.9
H 0.131922 -3.386766 -0.379426 0.8 -2.8 1.8
C -2.662972 1.567476 -1.245549 -2.3 0.2 -1.4
O 1.464439 2.498701 4.763058 -0.7 -0.8 -2.0
H -2.725339 1.932972 4.209046 0.4 -0.3 0.4
C 0.922506 -3.570059 0.348220 1.0 -2.4 0.2
C -4.347613 -3.282806 -5.937144 -3.8 -1.4 -2.7
P -3.319128 3.034079 -3.446030 -0.6 -1.6 2.9
H 0.015746 1.006067 -2.331610 -0.7 0.0 0.3
O 0.189169 1.052660 2.871778 1.9 4.1 3.5
H -1.137825 -7.128194 -2.593602 -0.8 0.3 0.9
S -0.599445 -0.773382 -0.720932 4.4 7.9 4.9
H 0.220591 -1.554385 3.374127 -0.4 -0.3 0.7
H 1.103464 -0.303047 -2.268140 0.2 0.0 0.3
H 5.496728 5.754984 -3.292340 -0.7 -0.2 -0.1
P 1.158803 1.118226 4.002122 1.9 2.0 1.9
O 3.068807 4.654623 -1.843676 0.0 1.8 0.3
H 1.419352 3.441101 -2.275584 0.2 0.3 -0.7
H -2.123880 -3.147904 -0.885370 0.0 -0.6 0.2
O 4.370769 -0.971624 -0.947885 0.7 -1.0 2.8
H -5.019254 -2.431707 -6.049555 0.6 0.7 0.4
C -0.617195 -0.895745 3.603065 -1.6 -0.9 0.4
H 6.570001 -2.263351 -0.281582 0.2 -0.3 0.1
H 3.136091 -1.752413 3.007314 -0.2 -0.5 0.0
H 2.917638 -0.526521 -2.190829 0.2 0.8 -0.4
O -1.215327 0.433090 6.320562 -3.9 -1.6 -0.1
O 0.850495 -4.865253 0.981229 -2.3 -1.8 0.5
O 4.676380 6.613093 -1.563236 -1.4 -0.3 -0.1
H -0.350108 3.752576 4.384716 0.4 -0.7 -1.6
H -3.667884 -5.088824 2.097847 0.4 0.1 0.0
H 1.605415 6.205308 -4.281155 0.4 -1.2 0.3
H 1.995022 -0.496383 2.614882 -0.5 -2.0 -0.2
P -2.208439 -0.524511 5.700860 -0.1 0.8 0.2
C 1.380227 6.652270 -3.312844 -2.2 -0.1 -2.9
H 4.515194 0.436920 -2.354685 -0.2 -0.7 -0.9
P -0.462234 -5.866530 0.741998 2.1 0.3 -1.1
P -3.161810 -2.079874 -4.056818 1.9 0.6 2.7
O -4.460558 -1.437859 -3.686448 1.9 -1.7 -0.4
C 1.289430 1.142653 -0.540037 -1.1 -1.3 -0.2
H 4.382839 0.988017 2.485710 -1.5 0.6 0.3
H -3.623625 -0.855431 -6.239532 0.2 -0.4 -0.5
O -1.988336 -0.474052 -1.126227 3.0 9.6 5.5
P 3.122133 6.256490 -1.444852 0.3 0.5 -1.9
C 5.277243 6.723541 -2.843088 1.9 0.0 -0.5
C -2.244898 -2.232043 -1.463851 -3.0 -7.6 -2.5
C -2.552682 -0.686220 -6.127534 -0.4 1.1 -0.2
H 1.640860 0.794912 7.076536 -0.6 -0.2 0.1
H -1.193673 -0.826287 2.680588 -0.1 -0.5 1.9
O -2.046144 -1.190309 -4.912771 -1.3 -1.3 2.1
H 0.619448 6.093609 -2.767684 0.7 -0.4 0.7
H 4.113771 2.042190 3.736881 -0.4 0.4 0.6
O -0.158330 -7.269604 1.207510 -1.2 2.8 -0.7
O -3.382552 -3.294159 -5.021139 2.8 0.0 2.2
H -3.976017 -3.528817 -6.931876 0.3 0.0 0.0
H -4.100264 2.176178 5.302561 0.2 -0.3 0.4
O -2.179640 -2.611602 -2.835515 -2.4 -0.3 -4.8
H 0.441690 3.802145 5.742656 0.7 1.2 0.3
O 4.882150 0.081944 1.469181 0.4 -3.4 -3.8
O 0.705447 0.202206 5.315415 4.8 0.7 -2.3
O -4.728417 2.363601 -3.934563 1.3 2.1 -0.4
H -0.995013 2.658345 -5.276188 -0.2 0.9 -0.8
O -0.114548 -2.134421 -0.835942 3.3 4.0 -1.1
O 2.496925 6.668259 -0.203763 -0.2 -0.6 0.6
C -0.209221 -0.164218 1.005167 0.6 -0.3 -3.5
C -3.658073 1.500184 4.570723 0.2 0.5 -0.3
H 1.033506 -2.762199 1.071503 -0.9 -0.9 -0.5
O -1.526014 -1.418536 4.519909 -2.0 -1.1 3.1
H 1.387111 4.486239 4.300555 -0.6 0.1 0.0
C -4.968763 1.004483 -3.728404 0.1 -1.9 -0.5
C -2.425066 -2.750980 7.231742 1.1 -0.7 -1.0
H -4.125724 0.357330 -3.970477 0.3 1.1 0.7
H -0.152634 2.037538 0.864411 -0.2 -0.2 -0.3
```
Forces are in eV/Å.

Gap between HOMO and LUMO   7.255 eV
Maximum force   13.4 eV Å⁻¹
HOMO level   -7.126 eV
DFT total energy   -164344.1923 eV



Below is a cluster of 2 separate species, C3H3Cl4INO2 in total, with properties calculated with ωB97M-V/def2-TZVPD.

Geometry as XYZ:
```
14
Properties=species:S:1:pos:R:3:forces:R:3
H -0.584306 -1.550874 0.582716 1.7 -0.2 -0.4
Cl -0.941446 0.516712 -1.004131 -2.1 1.9 0.0
Cl -3.264555 2.261212 -0.920448 0.0 0.2 0.1
H 1.559522 0.132133 1.242904 -0.1 -0.7 -0.6
C 0.547180 -1.522899 0.439252 0.5 1.4 0.4
N 1.223150 -0.796199 1.534978 -1.3 0.3 0.0
Cl -0.607830 3.385166 -1.247971 -0.2 -0.1 0.1
O 1.602242 0.216708 -1.259471 -1.8 -4.6 2.8
H 0.553831 -0.610834 2.303365 0.6 -0.4 -0.7
C -1.548989 2.093972 -0.470851 0.2 -0.7 -0.3
O 0.695213 -1.748052 -2.000718 -0.2 1.5 3.0
I 1.193673 -3.631873 0.514196 -0.3 0.3 0.1
C 0.959522 -0.972148 -1.009991 3.2 1.2 -4.5
Cl -1.387207 2.226976 1.296169 -0.1 0.1 -0.1
```
Forces are in eV/Å.

Gap between HOMO and LUMO   7.149 eV
Maximum force   5.7 eV Å⁻¹
HOMO level   -4.572 eV
Charge   -1
Energy above the lowest of the compared OMol25 structures with the same formula, charge and spin   1.582 eV
DFT total energy   -66935.1575 eV



Below is a structure of composition C17H20Cl2N2NaS2, with properties calculated with ωB97M-V/def2-TZVPD.

Geometry as XYZ:
```
44
Properties=species:S:1:pos:R:3:forces:R:3
H 0.554502 -2.145117 -1.762591 -0.1 0.2 0.3
C -1.752778 2.898627 -1.663792 -0.5 -0.1 0.1
H -2.795421 3.632081 -3.256731 -0.9 0.2 -0.9
H -0.161891 1.910987 2.222609 0.3 -0.7 0.3
H 2.398091 -0.034191 0.480695 -0.8 0.0 0.2
C 1.762225 -3.139295 0.537355 0.0 1.0 -0.1
C 2.024284 -4.207817 1.350089 -1.0 -0.1 0.5
H 1.824418 2.138766 0.489895 0.8 0.8 0.4
C -2.156011 -3.731172 -0.254344 -0.3 0.5 -0.4
C 0.402614 -3.445986 2.915147 -0.1 0.4 -0.7
N 0.564679 -1.027238 0.028038 0.4 0.2 1.6
C -1.928325 3.845291 -2.696451 0.3 -1.3 0.3
H 2.073765 -1.410884 -1.391479 0.7 0.3 -0.1
C 1.010223 -1.251179 -1.310619 -0.9 0.0 -1.0
S -1.052038 -1.107721 2.668281 -0.1 -0.1 0.1
H -1.589913 2.727570 1.620027 1.3 0.2 -0.2
H 1.150467 4.028946 -0.538917 0.8 0.7 0.4
C 0.276818 4.064720 -1.139627 -0.8 0.8 -1.1
C -0.474938 2.584190 1.451779 -1.5 1.8 0.6
H 2.339768 -3.022056 -0.387387 -0.3 -0.1 0.5
Cl -3.634406 -2.710435 -0.533964 0.8 -0.5 0.2
H 0.694321 -0.386510 -1.902905 0.2 -0.2 -0.1
S -3.000726 1.716047 -1.358647 -0.1 0.0 -0.2
C 0.031202 5.059227 -2.115273 1.1 -1.4 -0.1
H 0.084926 3.549116 1.603487 -0.6 -0.5 0.0
C 1.299658 -4.411306 2.515324 -0.2 0.5 0.4
H -0.131341 -3.642549 3.824378 -0.4 0.4 0.3
H -1.196394 5.446245 -3.911202 0.2 -0.4 0.8
H 0.797480 5.821699 -2.271310 -0.4 -0.1 -0.1
C 1.285220 0.144039 0.615585 1.3 -0.5 -0.8
C 0.832154 -2.155325 0.929275 0.1 -0.2 -1.1
Na -1.732340 0.224042 0.374541 0.0 -0.5 0.1
H 1.399106 -5.284170 3.162428 0.3 0.1 -0.4
H -1.405724 -3.147404 0.271778 -0.2 0.1 0.1
C 1.084805 1.531731 0.020649 -1.1 -1.4 -0.6
C -1.014260 4.803960 -3.023187 0.1 1.6 0.3
H 1.104906 0.117560 1.661526 -0.3 0.1 1.0
C -0.577271 2.997311 -0.931654 0.0 0.4 0.5
Cl -2.485333 -5.208809 0.602445 -0.3 -0.4 0.6
C 0.127517 -2.278616 2.134165 -0.1 -0.4 0.6
N -0.259636 2.079115 0.134624 0.6 -0.9 -0.7
H 1.300881 1.432316 -1.030757 0.3 0.3 -0.4
H -1.787863 -4.078757 -1.203738 0.0 0.4 -0.5
H 2.712591 -4.927048 1.070463 1.4 -1.3 -0.7
```
Forces are in eV/Å.

Gap between HOMO and LUMO   6.298 eV
Maximum force   2.4 eV Å⁻¹
HOMO level   -3.993 eV
Charge   -1
Energy above the lowest of the compared OMol25 structures with the same formula, charge and spin   0.222 eV
DFT total energy   -72068.4708 eV



Below is a structure of composition C27H36N4O5OsPSb, with properties calculated with ωB97M-V/def2-TZVPD.

Geometry as XYZ:
```
75
Properties=species:S:1:pos:R:3:forces:R:3
H -2.778425 -2.943889 0.396094 0.0 0.0 0.0
C -0.973499 -1.283244 -2.422622 0.0 0.0 0.0
Sb 2.561306 0.066377 -1.142249 -0.2 0.0 0.1
H 4.492305 1.913512 -1.342287 0.0 0.0 0.0
H -2.214370 1.670870 4.746034 0.0 0.0 0.0
C -0.006611 2.736527 0.870673 0.0 0.1 0.1
C 3.528321 1.925383 -0.836104 0.1 -0.1 -0.1
H -1.288372 4.365596 -0.978092 0.0 0.0 0.0
H -2.742600 2.896169 3.571869 0.0 0.0 0.0
H -4.064532 1.164933 2.344467 0.0 0.0 0.0
C 0.644796 -4.482763 -0.189220 0.0 0.0 0.0
H -3.960258 -2.166813 -0.678188 0.0 0.0 0.0
H 1.192422 -2.916862 1.182003 0.0 0.0 -0.1
C 0.713949 -3.170272 0.244809 0.0 0.0 0.1
C -3.256586 0.887586 3.019353 0.0 0.0 -0.2
H -0.815672 -3.082727 3.672318 0.0 0.0 0.0
O -1.466187 -1.448206 -3.503004 0.0 0.0 0.0
O -3.039485 -0.882191 0.596706 0.1 0.0 0.1
C 0.024209 -4.763469 -1.396307 0.0 0.0 0.0
H 4.070632 -1.304018 0.642042 0.0 0.0 0.0
H 2.916965 2.729371 -1.242001 0.0 0.0 0.0
H 1.085678 3.827702 3.029219 0.0 0.0 0.0
H 1.073347 -5.266662 0.419408 0.0 0.0 0.0
C -0.619558 -2.052650 3.384216 0.1 0.1 -0.1
N -0.840318 -0.056228 -1.736255 -0.1 0.0 -0.2
O -2.050989 0.756177 2.188500 0.0 0.0 0.1
H -3.480976 -0.082869 3.462001 0.0 0.0 0.0
C -1.042244 2.239663 -1.312320 0.0 -0.1 0.0
H -2.210980 0.566130 -4.084756 0.0 0.0 0.0
C -3.586826 -2.212887 0.343046 0.0 0.0 0.0
H 2.583596 2.702651 4.716858 0.0 0.0 0.0
C 2.573089 -0.242320 -3.237111 0.0 0.0 0.0
C 3.960011 -1.360291 -0.438833 0.0 0.0 -0.1
H 2.124497 -0.908801 2.449385 0.0 0.1 0.0
H -0.996698 -3.855282 -3.082299 0.0 0.0 0.0
H 1.953329 0.508785 -3.723462 0.0 0.0 0.0
C 0.837898 2.044762 1.907102 0.0 0.0 0.0
H 4.923006 -1.149193 -0.902358 0.0 0.0 0.0
C -1.312123 1.147115 -2.201043 0.1 0.0 0.1
C -1.477584 3.540417 -1.642504 0.0 0.1 -0.1
N -0.351549 1.864091 -0.186776 -0.1 0.0 -0.1
O -0.301822 3.893961 0.965253 0.0 0.0 0.0
C -0.504216 -3.711905 -2.130277 0.0 0.0 0.0
C 2.472916 0.812455 3.696073 0.0 0.0 0.0
C -4.687685 -2.523151 1.324328 0.0 0.0 0.0
H 3.122317 0.281871 4.378269 0.0 0.0 0.0
Os 0.098266 -0.033550 -0.018674 0.5 -0.1 -0.1
N 1.104539 0.733613 1.740393 -0.1 -0.1 0.0
H -1.716063 -1.173222 5.016175 0.0 0.0 0.0
C -2.003094 1.377273 -3.408940 0.0 0.1 -0.1
C -3.004740 1.952605 4.050491 0.0 0.0 0.0
H -0.046826 -5.779871 -1.758712 0.0 0.0 0.0
H -5.469886 -1.766552 1.273867 0.0 0.0 0.0
H 2.181480 -1.234197 -3.458802 0.0 0.0 0.0
C 1.346339 2.780498 2.960582 0.0 0.0 0.0
C -2.407848 2.651759 -3.698158 0.0 -0.1 0.0
H -2.940723 2.838894 -4.620564 0.0 0.0 0.0
H 0.009227 -1.385496 5.313152 0.0 0.0 0.0
C -0.400379 -2.428235 -1.629860 0.0 0.0 0.0
C -0.728880 -1.111012 4.558759 0.0 0.0 0.0
H -4.301884 -2.577572 2.341206 0.0 0.0 0.0
H -3.918828 2.109126 4.624032 0.0 0.0 0.0
H 0.374810 -2.002577 2.931046 -0.1 0.0 0.1
C -2.146457 3.726115 -2.821122 0.0 0.0 0.1
C 2.173951 2.154455 3.879462 0.0 0.0 0.0
N 0.202917 -2.151916 -0.453735 -0.1 0.1 0.1
H 3.685527 2.086730 0.229456 0.0 0.0 0.0
C 1.919361 0.141362 2.620885 0.0 -0.1 0.0
H -0.540000 -0.079820 4.255203 0.0 0.0 0.0
H 3.641501 -2.360395 -0.726500 0.0 0.0 0.0
H -5.134030 -3.487147 1.076877 0.0 0.0 0.0
O -1.602939 -1.772287 2.364368 -0.2 -0.2 -0.1
H -2.483024 4.719376 -3.085756 0.0 0.0 0.0
P -1.710388 -0.545826 1.372477 0.0 0.2 0.0
H 3.593764 -0.169017 -3.608618 0.0 0.0 0.0
```
Forces are in eV/Å.

Gap between HOMO and LUMO (spin up / spin down)   6.024 / 6.112 eV
Maximum force   0.5 eV Å⁻¹
HOMO level (spin up / spin down)   -13.737 / -13.743 eV
Charge   +2
Energy above the lowest of the compared OMol25 structures with the same formula, charge and spin   0.000 eV
DFT total energy   -63065.0807 eV



Below is the molecule C5H10, with properties calculated with ωB97M-V/def2-TZVPD.

Geometry as XYZ:
```
15
Properties=species:S:1:pos:R:3:forces:R:3
H 2.083315 0.056716 0.042169 -0.7 0.6 0.4
H -1.875508 -0.271814 0.230106 0.3 -0.1 0.1
C -0.014700 0.721975 -0.060509 0.9 -0.2 0.1
H -0.667668 -0.536783 1.496709 -0.1 0.1 0.3
C -0.808516 -0.458524 0.424455 -0.3 -0.8 -0.9
H 1.811065 1.811727 0.202361 -0.1 -0.5 0.4
C 1.398777 0.826924 0.498046 0.4 0.0 -1.3
H 0.036116 2.550360 -1.153557 0.4 -0.1 -0.1
H 1.432336 0.695674 1.573990 0.0 0.1 0.2
H -1.504422 1.572339 -1.295629 0.5 -0.1 0.1
H -0.599040 -1.977092 -1.281971 0.5 0.5 1.4
H -1.013547 -2.644867 0.305689 -0.1 0.2 0.0
C -0.412671 -1.858765 -0.162299 -0.7 0.2 -0.8
H 0.610261 -2.119541 0.092069 0.3 0.1 -0.3
C -0.475798 1.631671 -0.911630 -1.1 0.0 0.2
```
Forces are in eV/Å.

SMILES string   C=C(C)CC
Gap between HOMO and LUMO   10.422 eV
Maximum force   1.6 eV Å⁻¹
HOMO level   -9.305 eV
Energy above the lowest of the compared OMol25 structures with the same formula, charge and spin   0.753 eV
DFT total energy   -5346.5129 eV